This record from OMol25 describes C14H20N2O3 as an isolated structure. The level of theory is ωB97M-V/def2-TZVPD.

Computed properties:
Maximum force: 6.79 eV Å⁻¹
Gap between HOMO and LUMO: 9.51 eV
ΔE to the lowest compared entry with this formula, charge and spin: 441.6 kJ/mol
Energy: -23962.5803 eV
Net charge: 0

The geometry in XYZ format:
```
39
Properties=species:S:1:pos:R:3:forces:R:3:mulliken_charge:R:1
C 1.6753 -0.9216 -0.5730 -3.0 1.8 -3.7 -0.34
C 0.1204 -0.2261 -1.5052 2.2 -1.6 6.2 0.27
C 1.9624 -2.3398 -1.0316 -0.3 1.1 -2.2 0.19
C 1.0328 -3.4685 -0.6125 -1.4 1.3 -0.9 -1.38
C 2.0742 -2.2273 -2.7270 2.9 -0.1 2.9 -1.22
C -2.1391 0.3174 -0.4377 -0.8 -1.2 3.3 0.13
C -3.0728 0.1553 -1.5990 -1.5 0.3 3.0 0.37
C -1.9612 1.7764 -0.0005 -0.9 0.5 -2.3 -0.89
C -1.1605 2.0784 1.2665 -0.3 -0.5 -1.8 0.24
C -1.6325 1.9077 2.5281 -0.6 0.0 2.9 -0.02
C 0.1644 2.4949 1.0824 -1.2 0.1 -0.7 -0.27
C -0.8679 2.2456 3.7027 0.2 -1.3 -3.6 -0.75
C 0.9512 2.7525 2.1317 3.9 -0.5 2.3 -0.60
C 0.4784 2.4888 3.4167 -1.3 1.4 2.1 -0.28
H 2.0006 -1.5118 1.2119 -0.8 -0.2 0.5 0.37
H 1.5966 0.0170 1.2796 -0.8 -0.8 -0.9 0.03
H 2.4085 -0.1954 -1.1142 -0.9 -1.0 1.8 0.27
H 2.9529 -2.5160 -0.5779 0.1 -0.3 -0.6 0.59
H 0.3771 -3.3553 0.2683 1.1 -0.1 0.2 0.33
H 1.6388 -4.3223 -0.7241 0.3 -1.5 0.7 0.43
H 0.2746 -3.5696 -1.3850 -0.1 0.0 -0.3 0.29
H 3.0025 -2.8508 -2.9732 -1.8 0.4 -0.3 0.35
H 2.4610 -1.2056 -2.8106 -0.2 -0.1 -0.5 0.37
H 1.1902 -2.3223 -3.3685 0.2 -0.5 0.6 0.31
H -0.4474 -0.5655 0.3401 0.1 -0.7 0.4 0.53
H -2.6933 -0.2145 0.4136 0.6 0.6 -1.1 0.26
H -3.0529 2.1523 -0.1039 1.9 0.1 0.7 0.47
H -1.3736 2.1301 -0.9062 -0.7 0.6 1.2 0.19
H -2.5879 1.4401 2.7865 -0.1 0.4 -0.8 0.34
H 0.5451 2.6145 0.1084 0.3 0.2 -1.2 0.42
H -1.3819 2.1094 4.6392 0.6 0.1 0.4 0.39
H 2.1170 2.9657 2.0943 -2.7 -0.2 -0.4 0.23
H 1.0600 2.6951 4.2968 0.8 0.0 0.0 0.39
H -1.5603 0.2028 -2.7914 -0.9 -0.2 0.2 0.43
N 1.2929 -0.8799 0.8132 2.9 1.1 1.1 -0.59
N -0.9073 -0.4225 -0.5431 1.4 0.7 -3.1 -0.13
O 0.2559 0.4725 -2.4595 -1.2 0.2 -1.6 -0.64
O -4.2690 0.1491 -1.4212 0.2 0.1 -0.3 -0.61
O -2.5254 -0.0509 -2.7150 2.0 -0.2 -4.1 -0.47
```
Positions in Å, forces in eV/Å.

This record from OMol25 describes the molecule C14H20N2O3. The level of theory is ωB97M-V/def2-TZVPD.

Computed properties:
Maximum force: 1.21 eV Å⁻¹
Gap between HOMO and LUMO: 8.67 eV
ΔE to the lowest compared entry with this formula, charge and spin: 293.5 kJ/mol
Energy: -23964.1151 eV
Net charge: 0

The geometry in XYZ format:
```
39
Properties=species:S:1:pos:R:3:forces:R:3:mulliken_charge:R:1
O 0.5713 1.1901 -3.0465 -0.1 0.1 -0.2 -0.64
C 0.8370 1.4966 -1.8989 0.0 -0.2 0.3 0.46
C 1.6058 2.7185 -1.5762 0.3 0.2 0.1 -0.20
C 2.3977 2.8845 -0.5096 -0.4 0.0 -0.6 -0.31
C 3.1741 4.0663 -0.2604 0.7 0.0 1.0 0.25
C 4.0389 4.3534 0.7719 -0.6 -0.3 -0.6 -0.62
C 4.5311 5.6517 0.5291 -0.2 0.4 -0.5 -0.44
C 3.9360 6.0640 -0.6264 0.6 0.3 0.7 -0.39
O 3.1193 5.1201 -1.1080 -0.4 -0.3 -0.3 -0.31
N 0.4736 0.7352 -0.8348 0.0 0.0 0.3 -0.12
C -0.3268 -0.4569 -0.9756 -0.2 -0.1 0.0 -0.76
C -1.7840 -0.2313 -0.5666 0.1 -0.3 -0.2 -0.47
C -2.5721 -1.5390 -0.6364 0.1 0.3 0.1 -1.04
N -2.0076 -2.5497 0.2425 -0.1 -0.1 0.0 0.45
C -2.3986 -2.3752 1.6306 0.2 -0.2 0.2 -0.57
C -1.6517 -3.3939 2.4915 -0.1 0.4 0.1 -0.75
O -1.9272 -4.7123 2.0841 -0.1 -0.1 0.1 -0.38
C -1.5828 -4.8890 0.7303 -0.1 0.0 -0.4 -0.66
C -2.3288 -3.9048 -0.1713 0.2 -0.2 0.2 -0.64
H 1.5562 3.4881 -2.3331 0.0 0.1 -0.1 0.42
H 2.5210 2.1088 0.2344 0.0 -0.1 0.0 0.36
H 4.2862 3.7122 1.5934 0.0 -0.2 0.1 0.46
H 5.2284 6.2021 1.1266 0.1 0.2 0.1 0.43
H 4.0134 6.9772 -1.1832 -0.1 0.1 -0.1 0.45
H 0.6049 1.0972 0.0954 0.0 0.1 -0.1 0.26
H 0.0958 -1.2580 -0.3631 0.0 0.0 -0.1 0.33
H -0.2760 -0.7433 -2.0280 0.0 -0.1 0.1 0.28
H -1.8183 0.1773 0.4456 0.0 0.1 0.0 0.26
H -2.2427 0.4962 -1.2379 0.0 0.1 0.0 0.32
H -2.5171 -1.9178 -1.6595 -0.1 0.0 0.0 0.46
H -3.6333 -1.3456 -0.4036 0.0 -0.1 -0.1 0.39
H -2.1379 -1.3683 1.9590 0.0 0.0 0.1 0.32
H -3.4868 -2.5187 1.7622 0.0 0.1 0.0 0.33
H -1.9645 -3.3230 3.5347 0.1 0.1 -0.1 0.36
H -0.5703 -3.2001 2.4186 -0.1 0.0 0.0 0.33
H -1.8441 -5.9181 0.4790 0.1 0.1 0.0 0.36
H -0.4998 -4.7426 0.5995 -0.1 0.0 0.0 0.32
H -2.0068 -4.0469 -1.2047 0.0 0.0 0.0 0.41
H -3.4132 -4.1049 -0.1044 0.0 0.0 0.0 0.32
```
Positions in Å, forces in eV/Å.

This record from OMol25 describes C14H20N2O5RuS2 as an isolated structure. The level of theory is ωB97M-V/def2-TZVPD.

Computed properties:
Maximum force: 0.25 eV Å⁻¹
Gap between HOMO and LUMO (alpha / beta): 8.02 / 6.65 eV
ΔE to the lowest compared entry with this formula, charge and spin: 0.0 kJ/mol
Multiplicity: 6
Energy: -52302.2537 eV
Net charge: +1
⟨S²⟩: 8.772

The geometry in XYZ format:
```
44
Properties=species:S:1:pos:R:3:forces:R:3:mulliken_spin:R:1
Ru -0.6392 -0.0732 -0.6674 -0.1 0.0 -0.2 3.64
C -1.8804 1.4903 2.0151 0.0 -0.1 0.1 -0.02
C -1.4720 2.4596 0.9402 0.1 0.1 0.0 0.00
O -0.1716 2.0484 0.5156 -0.1 0.0 -0.1 0.04
C 0.4674 2.9288 -0.4100 -0.1 0.0 0.1 0.01
C 1.7421 2.2543 -0.8251 0.1 -0.1 -0.1 0.00
O 1.4054 1.0287 -1.4801 0.0 0.0 0.0 0.03
C 2.5138 0.1542 -1.6672 0.0 0.1 0.0 -0.01
C 1.9631 -1.1217 -2.2486 0.0 -0.1 0.0 0.00
O 0.9293 -1.6782 -1.4255 -0.1 0.2 0.0 0.06
C 1.3016 -2.5965 -0.3987 0.1 0.0 -0.1 -0.01
C 1.7602 -1.8966 0.8676 0.0 0.0 0.1 -0.01
O 0.9442 -0.7447 1.0817 -0.2 0.0 0.1 0.04
C 0.3935 -0.5487 2.3922 0.1 0.0 0.0 -0.01
C -1.1006 -0.7708 2.3742 -0.1 0.0 0.0 -0.02
O -1.7605 0.1542 1.5018 0.1 0.0 0.0 0.04
H -2.9143 1.6674 2.3113 0.0 0.0 0.0 0.00
H -1.2366 1.6135 2.8868 0.0 0.0 0.0 0.00
H -1.4495 3.4746 1.3436 0.0 0.0 0.0 0.00
H -2.1654 2.4344 0.0931 0.0 0.0 0.0 0.01
H 0.6927 3.8838 0.0699 0.0 0.0 0.0 0.00
H -0.1807 3.1078 -1.2718 0.0 0.0 0.0 0.00
H 2.3531 2.0369 0.0557 0.0 0.0 0.0 0.00
H 2.3052 2.8993 -1.5030 0.0 0.0 0.0 0.00
H 3.0130 -0.0088 -0.7085 0.0 0.0 0.0 0.00
H 3.2336 0.5875 -2.3668 0.0 0.1 0.0 0.00
H 2.7597 -1.8513 -2.4030 0.0 0.0 0.0 0.00
H 1.4887 -0.9084 -3.2048 0.0 0.0 0.0 0.00
H 2.0854 -3.2661 -0.7579 0.0 0.0 0.0 0.00
H 0.4049 -3.1826 -0.2048 0.0 0.0 0.0 0.01
H 2.8011 -1.5774 0.8053 0.0 0.0 0.0 0.00
H 1.6717 -2.6001 1.6977 0.0 0.0 0.0 0.00
H 0.6333 0.4726 2.6848 0.0 0.0 0.0 0.00
H 0.8542 -1.2287 3.1107 0.0 0.0 0.0 0.00
H -1.5046 -0.6944 3.3862 0.0 0.0 0.0 0.00
H -1.3360 -1.7599 1.9818 0.0 0.0 0.0 0.01
S -2.5856 -1.6959 -1.0207 0.2 0.0 0.1 0.45
C -3.6008 -0.7438 -1.9618 -0.1 0.0 0.0 0.10
C -4.9570 -1.2037 -2.0985 0.0 0.1 -0.1 -0.02
N -6.0435 -1.5669 -2.1933 0.1 0.0 0.0 0.05
C -3.2308 0.4401 -2.6280 -0.1 0.1 0.0 0.12
S -1.6901 1.1261 -2.6134 0.1 -0.1 0.1 0.45
C -4.2212 1.1339 -3.4050 0.0 -0.1 0.0 -0.03
N -4.9953 1.7146 -4.0259 0.0 0.0 0.0 0.06
```
Positions in Å, forces in eV/Å.